Below is C3H6F3FeOSTe4 as an isolated structure, with properties calculated with wB97M-V/def2-TZVPD.

XYZ file:
```
19
Properties=species:S:1:pos:R:3:mulliken_charge:R:1
Fe 2.3063 0.1154 0.6849 -0.03
Te 3.4877 -1.0899 -1.1387 -0.33
Te 4.7370 0.4849 0.7143 -0.11
Te 3.1616 0.4591 2.9663 -0.08
Te 0.7472 -0.7127 2.3686 -0.09
F -0.0390 2.0868 -0.5526 -0.24
C 1.2198 1.6364 -0.2906 0.64
F 1.9665 2.1336 -1.3347 -0.29
F 1.6194 2.5123 0.7748 -0.30
C -2.9491 0.1274 -0.6058 -1.11
S -1.5271 -0.3092 0.4645 0.61
C -0.8357 -1.5741 -0.6605 -0.67
O -2.1610 -1.0766 1.5764 -0.71
H -3.6100 -0.7350 -0.6733 0.36
H -2.5779 0.4347 -1.5813 0.33
H -3.4546 0.9589 -0.1197 0.33
H -1.2106 -1.4393 -1.6730 0.35
H -1.1270 -2.5451 -0.2654 0.31
H 0.2465 -1.4675 -0.6544 0.03
```

Properties
* expectation value of S²: 6.212
* energy above the lowest of the compared OMol25 structures with the same formula, charge and spin: 155.83 kJ/mol
* total charge: -1
* 2S+1: 5
* orbital gap (spin up / spin down): 6.0 / 5.8 eV



Below is a 2-piece molecular cluster, C3H6F3N overall, with properties calculated with wB97M-V/def2-TZVPD.

XYZ file:
```
13
Properties=species:S:1:pos:R:3:mulliken_charge:R:1
C 1.1702 0.7609 -0.6313 -1.01
C 0.0376 -1.4072 -0.0717 -1.23
C 0.4404 -0.0961 0.3682 0.70
N -1.9480 1.0746 0.0565 0.06
F 0.6883 0.1823 1.5676 -0.27
F -2.4962 -0.1400 0.3640 -0.14
F -1.9505 1.7967 1.2210 -0.14
H 0.5007 1.0589 -1.5016 0.30
H 1.4397 1.7100 -0.1302 0.32
H 2.1515 0.2569 -0.8377 0.32
H -0.3835 -1.9509 0.7484 0.36
H -0.6375 -1.3083 -0.8906 0.35
H 0.9872 -1.9377 -0.2627 0.38
```

Properties
* energy above the lowest of the compared OMol25 structures with the same formula, charge and spin: 672.86 kJ/mol
* orbital gap (spin up / spin down): 10.6 / 6.9 eV



Below is C3H6F3NOS in the gas phase, with properties calculated with wB97M-V/def2-TZVPD.

XYZ file:
```
15
Properties=species:S:1:pos:R:3:mulliken_charge:R:1
C -2.6197 0.2960 0.0079 -0.86
C 1.2536 0.0012 1.1442 -0.55
C 2.1150 -0.4665 -0.0163 0.77
N 0.0929 0.5823 0.6279 -0.51
O -0.9849 -0.0304 -1.9332 -0.45
F 1.7291 -1.6056 -0.5637 -0.24
F 3.4326 -0.7458 0.2510 -0.29
F 2.1077 0.4793 -1.0193 -0.27
S -1.1597 -0.7284 -0.4500 0.32
H -2.9843 0.8853 -0.7829 0.31
H -2.4131 0.8745 0.7944 0.39
H -3.4359 -0.2597 0.3878 0.37
H 1.2968 -0.8798 1.7903 0.29
H 1.8778 0.9449 1.6309 0.34
H -0.3078 0.6528 -1.8690 0.38
```

Properties
* energy above the lowest of the compared OMol25 structures with the same formula, charge and spin: 77.56 kJ/mol
* orbital gap: 8.5 eV



Below is C3H6F9NaO12S3 as an isolated structure, with properties calculated with wB97M-V/def2-TZVPD.

XYZ file:
```
34
Properties=species:S:1:pos:R:3:mulliken_charge:R:1
Na -4.8807 -16.1206 6.9963 0.80
C -1.6302 -12.9882 7.2867 0.59
F -2.8420 -12.7313 6.8172 -0.25
F -0.7809 -12.2612 6.5637 -0.26
F -1.5359 -12.5289 8.5247 -0.26
S -1.3099 -14.8510 7.1892 1.06
O -0.6732 -15.1657 8.4585 -0.69
O -2.6518 -15.4069 7.0645 -0.49
O -0.4758 -15.0187 6.0099 -0.68
C -6.2487 -20.2420 5.2792 0.56
F -6.4163 -20.8793 4.1082 -0.24
F -7.3771 -19.6202 5.5829 -0.20
F -5.9737 -21.1558 6.2144 -0.24
S -4.7767 -19.0668 5.0544 1.13
O -3.6517 -19.8858 4.6403 -0.70
O -5.2449 -18.1088 4.0764 -0.66
O -4.5649 -18.4870 6.4099 -0.80
C -9.6667 -15.8598 5.8667 0.54
F -9.6322 -17.0806 6.4115 -0.23
F -10.7646 -15.7767 5.1106 -0.25
F -9.7873 -14.9610 6.8595 -0.25
S -8.0811 -15.4838 4.9153 1.14
O -8.1706 -16.3551 3.7620 -0.66
O -8.1617 -14.0595 4.6702 -0.69
O -7.0574 -15.8174 5.9138 -0.48
O -6.2830 -17.0420 8.7561 -0.45
H -6.8011 -17.5702 8.1297 0.28
H -6.8786 -16.8745 9.4909 0.23
O -2.9123 -18.2968 8.5863 -0.70
H -3.4260 -18.4012 7.7592 0.51
H -2.4855 -17.4324 8.5046 0.30
O -5.1588 -14.2637 8.8383 -0.44
H -5.5270 -13.3766 8.7650 0.26
H -5.5569 -14.6363 9.6307 0.23
```

Properties
* energy above the lowest of the compared OMol25 structures with the same formula, charge and spin: 0.00 kJ/mol
* total charge: -2
* orbital gap: 8.0 eV



Below is a 2-piece molecular cluster, C3H6FN overall, with properties calculated with wB97M-V/def2-TZVPD.

XYZ file:
```
11
Properties=species:S:1:pos:R:3:mulliken_charge:R:1
C 0.7519 0.8243 -0.7792 -0.41
C -0.2388 1.7052 -0.7758 -0.45
C -0.3134 -1.3744 2.3946 0.12
N 0.8046 -1.9407 2.4821 -0.47
F -1.2171 -1.4902 1.3974 -0.24
H 1.7504 0.9965 -0.1219 0.18
H 0.8336 -0.0477 -1.4918 0.22
H -1.1267 1.7150 -1.3238 0.28
H -0.1377 2.6110 -0.1448 0.18
H -0.7194 -0.8415 3.2807 0.33
H 1.0291 -2.5739 1.6975 0.26
```

Properties
* structure (SMILES): [H]/N=C\F.C=C
* energy above the lowest of the compared OMol25 structures with the same formula, charge and spin: 82.04 kJ/mol
* orbital gap: 11.4 eV



Below is C3H6FN in the gas phase, with properties calculated with wB97M-V/def2-TZVPD.

XYZ file:
```
11
Properties=species:S:1:pos:R:3:mulliken_charge:R:1
C 0.3303 0.6193 -0.3008 0.12
C 0.7246 -0.8001 -0.1118 -0.81
C -0.0062 -0.0733 0.9616 -0.04
H -1.5489 0.5661 0.0426 0.38
H -1.0899 0.1382 -1.6662 0.26
H 1.3177 1.2763 -0.2994 0.20
H 0.1866 -1.3758 -0.6412 0.34
H 1.7732 -1.0760 -0.0085 0.24
H 0.4417 0.3411 1.8371 0.36
N -0.8287 0.7804 -0.9338 -0.76
F -1.3006 -0.3962 1.1204 -0.28
```

Properties
* structure (SMILES): N[C@@H]1C[C@@H]1F
* energy above the lowest of the compared OMol25 structures with the same formula, charge and spin: 270.56 kJ/mol
* orbital gap: 10.1 eV



Below is C3H6FN3 in the gas phase, with properties calculated with wB97M-V/def2-TZVPD.

XYZ file:
```
13
Properties=species:S:1:pos:R:3:mulliken_charge:R:1
C -1.3816 0.5585 -1.1532 -0.12
C 0.0931 -1.5334 -0.8627 0.25
C 1.0163 -0.0233 0.7131 -0.79
N -1.7997 -0.6028 -1.7370 -0.07
N -1.2979 -1.6417 -1.4941 -0.25
N 0.4524 -0.2226 -0.6610 -0.35
F 0.9556 -2.2214 -1.7898 -0.34
H -1.5414 1.5205 -1.7026 0.28
H -1.8580 0.7065 -0.1993 0.22
H 0.0136 -2.1660 0.0068 0.25
H 1.0203 1.0726 0.8726 0.31
H 0.6657 -0.7473 1.4509 0.33
H 2.1496 -0.1963 0.4981 0.29
```

Properties
* energy above the lowest of the compared OMol25 structures with the same formula, charge and spin: 363.66 kJ/mol
* orbital gap: 9.5 eV



Below is C3H6FNO3 in the gas phase, with properties calculated with wB97M-V/def2-TZVPD.

XYZ file:
```
14
Properties=species:S:1:pos:R:3:mulliken_charge:R:1
C 0.4379 0.1372 0.0092 0.37
C 0.4128 -1.0277 -1.0738 -0.24
C -0.5302 0.3478 1.3910 0.54
N -1.7742 0.0601 1.0690 -0.32
O 1.6837 -0.0427 0.5178 -0.61
O 0.3428 1.4218 -0.4257 -0.55
O 0.0372 0.6169 2.3979 -0.60
F -0.8550 -1.3197 -1.5524 -0.32
H 0.8848 -0.6361 -1.9695 0.22
H 0.8551 -1.8919 -0.7268 0.35
H 1.8071 0.4386 1.3479 0.33
H -2.5191 -0.1163 1.7968 0.28
H -1.8725 -0.2987 0.1768 0.20
H 0.9221 1.5771 -1.1887 0.36
```

Properties
* structure (SMILES): NC(=O)C(O)(O)CF
* energy above the lowest of the compared OMol25 structures with the same formula, charge and spin: 2.24 kJ/mol
* orbital gap: 10.7 eV



Below is C3H6FOP in the gas phase, with properties calculated with wB97M-V/def2-TZVPD.

XYZ file:
```
12
Properties=species:S:1:pos:R:3:mulliken_charge:R:1
C 1.6265 -0.0486 0.4340 -0.59
C 0.9234 0.5595 -0.4733 0.48
C -0.7127 0.9335 -0.1535 -0.91
O -0.8981 -1.4787 -1.3657 -0.48
F 1.3041 1.0293 -1.6845 -0.26
P -1.6806 -0.6158 -0.1758 0.19
H 2.7858 -0.1836 0.4223 0.25
H 1.1128 -0.4839 1.2985 0.19
H -0.9125 1.5524 -1.0020 0.37
H -0.7763 1.2672 0.7755 0.46
H -1.3560 -1.8843 -2.1116 0.32
H -1.0257 -1.2095 0.8884 -0.03
```

Properties
* structure (SMILES): C=C(F)CPO
* energy above the lowest of the compared OMol25 structures with the same formula, charge and spin: 106.03 kJ/mol
* orbital gap: 9.7 eV



Below is C3H6I2S in the gas phase, with properties calculated with wB97M-V/def2-TZVPD.

XYZ file:
```
12
Properties=species:S:1:pos:R:3:mulliken_charge:R:1
C 0.1630 -0.2032 1.3751 -1.00
C -0.2407 -0.0430 -1.2738 -1.17
C 0.0756 -0.9009 0.0236 0.06
S 1.5599 -2.0213 -0.2173 -0.03
I -1.1974 -2.6396 0.0174 0.10
I 3.4441 -0.5503 -0.2081 -0.06
H 0.2004 -0.8571 2.2657 0.34
H -0.8797 0.3323 1.5772 0.30
H 0.9905 0.4922 1.3762 0.34
H 0.2095 -0.4654 -2.1919 0.37
H 0.1968 0.9614 -1.2916 0.35
H -1.2648 0.0686 -1.4322 0.42
```

Properties
* energy above the lowest of the compared OMol25 structures with the same formula, charge and spin: 0.00 kJ/mol
* orbital gap: 8.4 eV